No. 1
A structure of composition C3H9NO2 in a non-equilibrium geometry. Source: the Open Molecules 2025 dataset; level of theory: ωB97M-V/def2-TZVPD.

Calculated values
Gap between HOMO and LUMO = 10.39 eV
HOMO energy = -0.3566 hartree
Charge = 0
LUMO level = 0.7 eV

Cartesian coordinates (Å):
C: -0.70589 -1.33552 -0.53112
C: 0.16871 -0.03845 -0.15167
C: 2.25233 0.79784 0.41921
H: -3.91134 0.89163 0.50421
H: -2.21883 1.19144 0.41201
H: -0.32832 -2.09716 -1.23605
H: -1.52477 -0.99540 -1.15699
H: -1.25028 -1.81282 0.31888
H: 1.78651 -1.21033 -0.25822
H: 1.75125 1.79506 0.69939
H: 2.87901 0.40055 1.27331
H: 2.94999 1.14064 -0.44669
N: 1.45994 -0.17736 -0.15291
O: -2.96535 0.48490 -0.16865
O: -0.34296 0.96500 0.47528

***

No. 2
A cluster of 2 separate species, C3H9NO2 in total in a non-equilibrium geometry. Source: the Open Molecules 2025 dataset; level of theory: ωB97M-V/def2-TZVPD.

Calculated values
Gap between HOMO and LUMO = 10.41 eV
HOMO energy = -0.3514 hartree
Charge = 0
LUMO level = 0.9 eV

Cartesian coordinates (Å):
C: 2.70647 1.01925 -0.36607
C: 1.78724 -0.15770 -0.26784
O: 1.22482 -0.80645 -1.11290
O: 1.36169 -0.23251 1.00801
H: 2.46703 1.76888 0.38934
H: 2.66300 1.62240 -1.27311
H: 3.75364 0.78050 -0.16548
H: 0.52173 -0.67165 1.18602
C: -2.81659 -0.27150 0.34588
N: -1.48381 -0.73799 0.01885
H: -3.66618 -0.92029 0.11800
H: -3.14008 0.56296 -0.29687
H: -2.82783 0.21948 1.32180
H: -1.46176 -1.74175 -0.04622
H: -1.08939 -0.43362 -0.85941

***

No. 3
A cluster of 2 separate species, C3H9NO2 in total in a non-equilibrium geometry. Source: the Open Molecules 2025 dataset; level of theory: ωB97M-V/def2-TZVPD.

Calculated values
Gap between HOMO and LUMO = 9.94 eV
HOMO energy = -0.3418 hartree
Charge = 0
LUMO level = 0.6 eV

Cartesian coordinates (Å):
C: -0.22551 -1.81259 1.58817
C: 0.60878 -0.56616 1.71469
O: 0.31311 0.58472 1.82613
O: 1.92420 -0.95007 1.73382
H: -1.21076 -1.76218 2.03202
H: 0.31305 -2.74480 1.63537
H: -0.62225 -1.68768 0.54904
H: 2.55051 -0.33359 1.28673
C: -0.43726 0.77441 -1.94064
N: -0.90139 2.13763 -1.74063
H: 0.16057 0.62456 -2.83767
H: -1.32968 0.16441 -2.12145
H: 0.18296 0.41359 -1.11753
H: -1.13994 2.30114 -0.77106
H: -0.18637 2.85661 -1.83700

***

No. 4
A cluster of 2 separate species, C3H9NO2 in total. Source: the Open Molecules 2025 dataset; level of theory: ωB97M-V/def2-TZVPD.

Calculated values
Gap between HOMO and LUMO = 9.80 eV
HOMO energy = -0.3356 hartree
Charge = 0
LUMO level = 0.7 eV

Cartesian coordinates (Å):
C: -1.99434 -2.40155 -0.68051
C: -1.66941 -1.57230 -1.65942
O: -0.90315 -0.45631 -1.44646
H: -2.64379 -3.23138 -0.89285
H: -1.64644 -2.21574 0.32404
H: -1.95303 -1.74840 -2.69090
H: -0.62844 -0.12199 -2.29265
N: 1.60205 0.13162 1.39688
C: 0.86030 1.33296 1.21430
O: 1.73384 2.46433 0.99805
H: 2.22525 0.00470 0.60759
H: 2.21164 0.20585 2.19894
H: 0.18156 1.22482 0.36885
H: 0.27680 1.53357 2.11642
H: 1.27276 3.09974 0.45398

***

No. 5
A cluster of 2 separate species, C3H9NO2 in total in a non-equilibrium geometry. Source: the Open Molecules 2025 dataset; level of theory: ωB97M-V/def2-TZVPD.

Calculated values
Gap between HOMO and LUMO = 10.24 eV
HOMO energy = -0.3487 hartree
Charge = 0
LUMO level = 0.7 eV

Cartesian coordinates (Å):
C: 1.30991 0.65310 2.53346
C: 1.58723 1.95674 1.86751
O: 0.74315 2.66526 1.38829
H: 0.37690 0.21242 2.18089
H: 2.05375 -0.13057 2.37600
H: 1.27442 0.84321 3.58547
H: 2.63623 2.28181 1.76547
N: -1.90869 -1.73368 -1.58156
C: -1.17559 -0.88170 -2.46856
O: -0.26254 -0.01153 -1.84008
H: -2.83861 -1.46788 -1.42126
H: -1.54183 -1.90063 -0.65262
H: -1.94280 -0.35971 -3.03559
H: -0.67948 -1.49103 -3.22553
H: 0.36796 -0.63582 -1.47188

***

No. 6
A cluster of 2 separate species, C3H9NO2 in total in a non-equilibrium geometry. Source: the Open Molecules 2025 dataset; level of theory: ωB97M-V/def2-TZVPD.

Calculated values
Gap between HOMO and LUMO = 10.89 eV
HOMO energy = -0.3779 hartree
Charge = 0
LUMO level = 0.6 eV

Cartesian coordinates (Å):
N: 1.29332 3.91377 1.84992
C: 2.11477 2.87844 2.20580
O: 3.31206 3.02441 2.22096
H: 1.78957 4.76834 1.65026
H: 0.29159 3.92249 1.81110
H: 1.47939 2.03513 2.52372
C: -1.33889 -3.04152 -1.93799
C: -1.44359 -1.73290 -1.16339
O: -0.38209 -1.75494 -0.15153
H: -0.65553 -3.05929 -2.78423
H: -0.85752 -3.78070 -1.31411
H: -2.31345 -3.49936 -2.10573
H: -2.37510 -1.70840 -0.61300
H: -1.12709 -0.92596 -1.81899
H: 0.21255 -1.03951 -0.37280

***

No. 7
A cluster of 2 separate species, C3H9NO2 in total. Source: the Open Molecules 2025 dataset; level of theory: ωB97M-V/def2-TZVPD.

Calculated values
Gap between HOMO and LUMO = 10.53 eV
HOMO energy = -0.3501 hartree
Charge = 0
LUMO level = 1.0 eV

Cartesian coordinates (Å):
C: 1.98124 -0.51717 0.61682
C: 1.32302 0.11638 -0.56771
O: 1.18667 1.30155 -0.73682
H: 2.28144 0.23642 1.34023
H: 1.29068 -1.21933 1.07738
H: 2.85460 -1.07290 0.27941
H: 1.02018 -0.60642 -1.34798
C: -1.86852 -0.57509 -0.62517
O: -0.97891 -0.08341 0.35449
N: -1.25156 1.29800 0.60555
H: -1.73195 -0.04946 -1.57473
H: -1.62456 -1.62928 -0.74119
H: -2.90430 -0.46234 -0.29660
H: -0.99749 1.43623 1.58102
H: -0.58053 1.82681 0.03531

***

No. 8
A cluster of 2 separate species, C3H9NO2 in total in a non-equilibrium geometry. Source: the Open Molecules 2025 dataset; level of theory: ωB97M-V/def2-TZVPD.

Calculated values
Gap between HOMO and LUMO = 9.57 eV
HOMO energy = -0.3257 hartree
Charge = 0
LUMO level = 0.7 eV

Cartesian coordinates (Å):
C: -1.01661 0.75313 2.08788
C: -0.38737 1.79166 1.24636
O: -0.96445 2.73448 0.77324
O: 0.80369 1.39160 0.71618
H: -1.11254 0.97118 3.15139
H: -0.44683 -0.15747 2.05921
H: -1.97834 0.42790 1.70356
H: 1.47914 2.06553 0.55734
C: 0.05749 -1.32154 -2.10871
N: 1.01614 -1.54029 -1.03380
H: -0.00134 -0.26666 -2.32926
H: -0.93662 -1.68030 -1.84107
H: 0.37964 -1.82032 -3.03133
H: 1.77027 -0.88020 -1.12477
H: 1.33775 -2.46869 -0.82622